(1)
This record from the OMol25 dataset describes a structure of composition C28H20Br2Cl10NOSiTl at a distorted geometry. The level of theory is wB97M-V/def2-TZVPD.

The HOMO energy is -7.97 eV.

The geometry in XYZ format:
```
64
Properties=species:S:1:pos:R:3:forces:R:3
Tl -0.046799 -0.209398 -0.745048 0.17 0.33 -1.33
Br -2.356806 -1.990679 1.179945 -0.15 -0.10 0.06
C -2.304178 -3.682996 0.269969 0.08 0.02 0.02
Br -1.153711 -3.616069 -1.265480 -0.05 -0.18 0.01
H -3.301157 -3.921621 -0.068312 -0.07 -0.02 -0.01
H -1.915467 -4.420440 0.957141 0.01 -0.03 0.05
Cl 2.055872 1.556490 -1.963106 0.12 0.07 -0.11
C 1.135985 0.944258 -3.306650 -0.03 -0.06 -0.09
C 0.120659 0.038807 -3.033128 0.15 -0.09 0.15
C -0.541763 -0.491330 -4.128290 -0.05 0.04 -0.06
Cl -1.811302 -1.650626 -3.909340 0.08 0.00 -0.06
C -0.204719 -0.138614 -5.438725 -0.08 -0.06 0.00
Cl -1.013930 -0.858402 -6.777054 0.00 0.05 0.02
C 0.801612 0.794901 -5.668623 -0.01 0.01 -0.07
Cl 1.208933 1.259951 -7.272870 -0.01 -0.02 0.04
C 1.482373 1.348932 -4.589843 0.06 0.05 0.04
Cl 2.738169 2.496313 -4.847198 -0.02 -0.03 0.00
Cl 0.993382 2.858198 0.766213 0.62 0.43 -1.23
C -0.626431 2.840102 0.147171 0.32 0.75 -1.31
C -1.171718 1.671806 -0.368876 0.34 0.56 -2.09
C -2.464437 1.727938 -0.870978 0.18 0.71 -0.91
Cl -3.161351 0.317942 -1.603723 0.09 0.02 0.18
C -3.225890 2.893124 -0.823853 0.02 -0.13 -0.13
Cl -4.829488 2.919060 -1.443963 -0.02 0.03 0.05
C -2.671526 4.044818 -0.269666 0.17 0.15 -0.21
Cl -3.596298 5.491941 -0.189371 0.02 -0.08 0.05
C -1.366020 4.022791 0.211748 0.49 0.13 -0.48
Cl -0.684599 5.445536 0.897733 0.03 0.15 -0.25
C 2.331417 -2.243907 -2.548106 -0.20 0.23 -0.21
Si 2.504860 -2.408461 -0.702874 0.00 -0.13 0.26
C 4.238368 -1.847345 -0.299380 0.12 0.00 0.08
C 2.264681 -4.252073 -0.392868 0.10 -0.10 0.17
N 1.373506 -1.420015 0.233068 0.01 -0.20 0.35
C 1.264343 -1.540063 1.632689 0.26 -0.31 -0.29
C 1.982314 -2.485378 2.394677 -0.12 0.10 -0.17
C 1.804846 -2.653727 3.759388 -0.11 0.07 -0.07
C 0.866749 -1.890020 4.436038 0.02 0.02 -0.13
C 0.165815 -0.927484 3.724716 -0.03 0.19 -0.01
C 0.401600 -0.727283 2.373823 -0.01 0.37 0.33
O -0.244876 0.258852 1.630205 0.10 -0.45 1.19
C -0.819575 1.373481 2.210220 -0.58 -0.55 1.85
C -0.114562 2.182024 3.090276 -0.37 -0.44 0.56
C -0.708267 3.332009 3.582259 -0.22 0.00 0.14
C -1.994286 3.688776 3.185802 0.14 -0.19 0.11
C -2.681603 2.879094 2.295518 -0.35 -0.46 0.58
C -2.097408 1.713773 1.811161 -1.09 -0.77 1.97
H 2.967919 -3.027117 -2.977612 -0.03 0.08 0.08
H 2.681180 -1.284382 -2.935680 -0.05 -0.05 -0.01
H 1.315079 -2.417384 -2.914592 0.09 -0.01 -0.01
H 4.977436 -2.446932 -0.842810 -0.07 0.06 0.05
H 4.470735 -1.906505 0.765982 0.01 0.00 -0.03
H 4.355898 -0.803675 -0.608424 0.01 -0.06 0.02
H 1.941376 -4.741981 -1.316128 0.01 0.03 0.09
H 1.515071 -4.454863 0.373242 0.00 -0.02 -0.02
H 3.199957 -4.728801 -0.076647 -0.08 0.04 -0.03
H 2.698584 -3.120181 1.906935 0.17 -0.13 -0.19
H 2.389635 -3.401450 4.282053 -0.01 0.04 -0.04
H 0.686544 -2.024173 5.495410 0.00 0.01 -0.07
H -0.563619 -0.312341 4.231173 -0.04 0.11 -0.02
H 0.896414 1.914064 3.371170 -0.08 -0.02 0.03
H -0.158141 3.959733 4.271118 0.00 0.01 -0.02
H -2.449729 4.595615 3.561303 0.01 0.00 -0.01
H -3.679276 3.147464 1.971980 -0.02 -0.07 0.12
H -2.633479 1.086623 1.109391 -0.03 -0.13 1.03
```
Positions in Å, forces in eV/Å.

Atom charges from the Löwdin analysis, given in e for atoms 1 to 8: number 1, Tl, carries 0.86; number 2, Br, carries 0.76; number 3, C, carries -0.98; number 4, Br, carries 0.67; number 5, H, carries 0.00; number 6, H, carries 0.01; number 7, Cl, carries 0.71; number 8, C, carries -0.70

=====

(2)
This record from the OMol25 dataset describes an isolated molecule of C5H10N2O at a distorted geometry. The level of theory is wB97M-V/def2-TZVPD.

The relative energy (zero: lowest compared OMol25 entry of this formula, charge and spin) is 74.9 kcal/mol. The HOMO energy is -9.10 eV. As for the SMILES: [H]/N=C\C(=C)[NH2+][C@H](C)[O-].

The geometry in XYZ format:
```
18
Properties=species:S:1:pos:R:3:forces:R:3
C 1.288703 0.894856 0.602667 0.54 -0.44 1.14
C 1.837189 0.238093 -0.638757 -0.38 -0.05 -0.04
N -0.513918 0.771717 0.673560 0.61 -0.59 0.93
C -1.216772 -0.152253 -0.148802 -0.13 0.29 -0.12
C -1.018580 -1.597765 0.112466 0.05 -0.26 0.08
C -2.008048 0.253536 -1.146153 0.25 -0.12 0.16
O 1.439384 0.329655 1.776897 0.60 0.33 -0.83
N -0.228497 -2.167509 0.918031 0.00 0.10 -0.12
H -0.060259 0.414226 1.688234 -1.24 0.70 -1.53
H -0.935397 1.695019 0.660025 -0.06 -0.07 0.17
H 1.387922 1.994942 0.557101 -0.20 -0.05 0.01
H 0.386118 -1.525522 1.430166 -0.06 0.10 0.00
H -1.660908 -2.236275 -0.496840 -0.05 0.05 -0.01
H 1.362818 0.636803 -1.537710 0.06 0.04 -0.02
H 2.905626 0.455578 -0.683574 -0.03 0.00 0.04
H 1.697615 -0.841131 -0.609692 0.05 -0.01 0.05
H -2.162319 1.299938 -1.371737 0.00 0.05 0.05
H -2.500677 -0.463910 -1.785880 -0.02 -0.06 0.05
```
Positions in Å, forces in eV/Å.

Atom charges from the natural (NBO) analysis, given in e for atoms 1 to 8: number 1, C, carries 0.39; number 2, C, carries -0.69; number 3, N, carries -0.74; number 4, C, carries 0.08; number 5, C, carries 0.07; number 6, C, carries -0.38; number 7, O, carries -0.82; number 8, N, carries -0.57

=====

(3)
This record from the OMol25 dataset describes a cluster of 2 separate species, C10H14O in total at a distorted geometry. The level of theory is wB97M-V/def2-TZVPD.

The relative energy (zero: lowest compared OMol25 entry of this formula, charge and spin) is 206.6 kcal/mol. The HOMO energy (spin up / spin down) is -7.29 / -7.13 eV.

The geometry in XYZ format:
```
25
Properties=species:S:1:pos:R:3:forces:R:3
C 0.476143 3.029276 1.710010 0.15 -5.86 -2.47
C 3.081105 -2.269774 -1.374480 -0.03 -0.25 -0.26
C 0.436264 1.866017 1.302914 -0.73 1.21 -0.07
C 3.150324 -1.093822 -1.241957 -0.02 -1.50 -0.08
C -2.029541 0.433152 0.377815 -1.03 0.52 -4.01
C -0.670736 -1.464567 -0.310597 -0.87 -0.69 -3.29
C -0.474310 0.724731 -1.786581 1.97 0.83 2.90
C 1.955852 -0.203979 2.157956 2.53 0.70 3.94
C 0.301823 0.540754 0.768025 0.32 2.62 -0.79
C -0.633908 0.098400 -0.315646 -2.59 -1.22 0.02
O 1.156140 -0.333348 1.203585 -0.82 -1.39 -1.60
H 0.410315 3.881606 2.197890 -0.14 3.57 1.83
H 2.881114 -3.250201 -1.654641 0.19 -1.18 0.00
H -1.974282 -0.088981 1.269976 -0.26 -0.33 2.13
H -2.091622 1.529008 0.422076 -0.36 -0.38 0.54
H -2.983262 0.013968 -0.184300 2.00 0.86 0.74
H 0.275605 -1.995188 -0.373086 0.26 0.27 0.42
H -1.174232 -1.835823 -1.316288 0.66 0.95 1.85
H -1.314282 -1.872052 0.466814 0.34 0.05 0.23
H -1.211080 0.514814 -2.537933 -0.48 -0.52 0.04
H -0.437648 1.838743 -1.608599 0.07 -1.01 -0.48
H 0.542746 0.373989 -2.074041 -0.72 0.43 -0.41
H 2.570483 -1.109516 2.386934 -0.69 1.13 -0.20
H 1.866685 0.723818 2.845626 0.37 -1.75 -1.31
H 2.862333 -0.131280 -1.212456 -0.13 2.93 0.35
```
Positions in Å, forces in eV/Å.

Atom charges from the natural (NBO) analysis, given in e for atoms 1 to 8: number 1, C, carries -0.21; number 2, C, carries -0.23; number 3, C, carries -0.11; number 4, C, carries -0.22; number 5, C, carries -0.59; number 6, C, carries -0.61; number 7, C, carries -0.61; number 8, C, carries -0.10

=====

(4)
This record from the OMol25 dataset describes a cluster of 3 separate species, C15H14O9 in total at a distorted geometry. The level of theory is wB97M-V/def2-TZVPD.

The relative energy (zero: lowest compared OMol25 entry of this formula, charge and spin) is 5.9 kcal/mol. The HOMO energy is -8.80 eV. As for the SMILES: O=C1C=C(O)C(=O)C=C1O.O=C1C=C(O)C(=O)C=C1O.CC(C)=O.

The geometry in XYZ format:
```
38
Properties=species:S:1:pos:R:3:forces:R:3
C 2.408237 3.892237 3.262053 1.03 -4.49 -7.47
C 2.547237 3.154237 1.828053 -0.97 0.02 6.23
C 2.635237 3.950237 0.605053 0.92 1.41 2.92
O 2.765237 3.464237 -0.448947 0.10 -2.96 -4.31
C 2.698237 5.326237 0.760053 -2.04 5.76 5.31
C 2.431237 5.996237 2.101053 -0.48 1.10 -7.36
C 2.480237 5.278237 3.335053 -0.86 2.21 4.49
O 2.409237 5.942237 4.426053 0.41 -1.81 -2.73
O 1.931237 7.328237 2.121053 2.04 -4.92 6.40
O 2.562237 1.804237 1.632053 0.86 3.80 8.19
H 2.306237 3.244237 4.059053 -0.04 -0.90 1.68
H 2.470237 5.906237 -0.131947 0.40 0.06 0.13
H 1.889237 7.548237 1.278053 -0.42 1.94 -6.29
H 2.443237 1.658237 0.783053 -1.01 -1.21 -7.25
C -1.629763 -4.029763 0.210053 4.23 1.74 -4.05
C -0.687763 -4.058763 -0.968947 -1.57 2.11 5.32
C -0.925763 -5.043763 -2.036947 2.67 1.04 -2.41
O -0.095763 -5.069763 -2.988947 -1.55 0.10 2.08
C -2.106763 -5.794763 -2.047947 -4.46 -2.65 2.63
C -3.008763 -5.818763 -0.900947 -1.58 0.70 -2.29
C -2.846763 -4.730763 0.179053 -1.71 -1.43 1.51
O -3.738763 -4.543763 1.047053 1.65 -0.72 -2.35
O -4.304763 -6.443763 -0.777947 5.92 -0.86 -4.96
O 0.406237 -3.190763 -1.092947 -3.11 -2.00 1.25
H -1.617763 -3.288763 1.011053 0.68 -0.10 -0.36
H -2.236763 -6.427763 -2.951947 -0.15 0.40 0.97
H -4.720763 -6.105763 -0.054947 -1.61 1.96 3.77
H 0.816237 -3.469763 -1.906947 0.61 -0.35 -1.06
C -1.779763 0.672237 -0.547947 3.47 0.29 -0.32
C -0.277763 0.646237 -0.951947 -0.88 2.67 2.66
O 0.499237 1.361237 -0.311947 -0.85 -1.23 -0.84
C 0.167237 -0.102763 -2.120947 -2.27 -4.31 1.21
H -2.286763 -0.168763 -0.344947 -0.77 -4.32 0.66
H -2.380763 0.961237 -1.299947 -1.62 1.66 -3.35
H -2.094763 1.214237 0.262053 0.40 2.12 2.14
H 0.429237 0.501237 -2.918947 -0.16 1.18 -1.88
H -0.647763 -1.008763 -2.281947 2.21 2.47 -0.31
H 1.092237 -0.552763 -1.811947 0.50 -0.51 0.07
```
Positions in Å, forces in eV/Å.

Atom charges from the natural (NBO) analysis, given in e for atoms 1 to 8: number 1, C, carries -0.35; number 2, C, carries 0.41; number 3, C, carries 0.38; number 4, O, carries -0.50; number 5, C, carries -0.40; number 6, C, carries 0.40; number 7, C, carries 0.32; number 8, O, carries -0.50

=====

| no. | electronic energy (hartree) |
| --- | --- |
| 1 | -11420.838686 |
| 2 | -381.166153 |
| 3 | -464.355661 |
| 4 | -1256.860212 |